(1)
{"formula": "C28H45F6N4O11P2PdS4Te", "method": "the ωB97M-V functional and the def2-TZVPD basis", "symbols": ["Pd", "S", "C", "C", "C", "N", "C", "C", "C", "C", "C", "N", "C", "C", "H", "H", "H", "H", "H", "H", "H", "H", "C", "C", "C", "C", "P", "N", "C", "C", "C", "C", "C", "C", "C", "C", "H", "H", "H", "H", "H", "H", "H", "H", "H", "H", "H", "H", "H", "H", "H", "H", "H", "H", "H", "H", "H", "H", "H", "H", "H", "H", "H", "F", "C", "F", "F", "S", "O", "O", "N", "S", "O", "O", "C", "F", "F", "F", "C", "C", "O", "P", "O", "Te", "O", "C", "C", "H", "H", "H", "H", "H", "H", "H", "H", "H", "H", "O", "S", "O", "O", "O"], "coordinates": [[-0.730, -0.653, -0.247], [5.264, -2.585, 1.198], [3.687, -1.805, 0.882], [3.476, -1.134, -0.305], [2.260, -0.497, -0.499], [1.293, -0.480, 0.420], [1.502, -1.155, 1.557], [2.671, -1.840, 1.823], [6.030, -1.265, 2.127], [7.121, -0.596, 1.590], [7.699, 0.432, 2.324], [7.262, 0.825, 3.518], [6.219, 0.168, 4.026], [5.579, -0.881, 3.383], [4.216, -1.122, -1.092], [2.055, 0.007, -1.433], [0.696, -1.144, 2.274], [2.771, -2.409, 2.738], [7.508, -0.867, 0.616], [8.550, 0.972, 1.920], [5.877, 0.492, 5.004], [4.750, -1.388, 3.857], [-1.372, 4.281, 0.717], [-1.081, 3.399, 1.942], [-1.445, 4.173, 3.216], [0.437, 3.133, 1.939], [-2.006, 1.755, 1.663], [-1.119, 1.056, 0.548], [-3.803, 2.180, 1.183], [-4.485, 3.253, 2.040], [-4.652, 0.897, 1.296], [-3.932, 2.707, -0.276], [-2.069, 0.775, 3.296], [-3.038, 1.259, 4.375], [-0.652, 0.832, 3.894], [-2.364, -0.699, 2.975], [-0.616, 5.070, 0.669], [-2.344, 4.770, 0.784], [-1.331, 3.705, -0.211], [-0.958, 5.153, 3.174], [-1.087, 3.676, 4.118], [-2.516, 4.347, 3.330], [0.951, 4.073, 1.718], [0.695, 2.400, 1.173], [0.802, 2.782, 2.904], [-4.502, 3.008, 3.103], [-5.525, 3.338, 1.713], [-4.029, 4.237, 1.919], [-4.861, 0.633, 2.333], [-4.200, 0.046, 0.801], [-5.614, 1.082, 0.810], [-3.729, 3.776, -0.302], [-4.995, 2.580, -0.538], [-3.086, 1.163, -1.101], [-2.892, 2.311, 4.629], [-2.859, 0.677, 5.285], [-4.083, 1.111, 4.102], [-0.439, 1.788, 4.368], [0.110, 0.652, 3.140], [-0.569, 0.058, 4.664], [-3.419, -0.889, 2.783], [-2.068, -1.308, 3.835], [-1.809, -1.048, 2.107], [0.531, -3.972, 0.587], [0.902, -4.694, -0.467], [2.130, -5.174, -0.217], [0.075, -5.724, -0.595], [0.846, -3.636, -2.017], [0.634, -2.266, -1.520], [-0.149, -4.215, -2.864], [2.321, -3.832, -2.511], [2.934, -2.951, -3.656], [2.485, -3.293, -4.976], [3.042, -1.549, -3.345], [4.664, -3.577, -3.539], [4.742, -4.884, -3.784], [5.186, -3.340, -2.328], [5.407, -2.932, -4.443], [-0.645, 2.230, -4.368], [-0.440, 1.573, -3.019], [-0.698, 0.143, -3.050], [-2.008, -0.483, -3.719], [-3.124, 2.124, -1.257], [-4.340, 0.285, -4.063], [-1.585, -1.022, -5.151], [-0.554, -2.033, -5.355], [-1.191, -3.372, -5.632], [-0.248, 3.249, -4.332], [-1.706, 2.289, -4.624], [-0.126, 1.684, -5.157], [-1.071, 2.009, -2.245], [0.597, 1.647, -2.702], [0.104, -2.054, -4.495], [0.024, -1.683, -6.208], [-1.819, -3.681, -4.801], [-0.399, -4.114, -5.747], [-1.789, -3.330, -6.544], [-4.112, -2.748, -1.869], [-2.860, -2.194, -1.464], [-2.005, -3.013, -0.639], [-2.060, -1.891, -2.869], [-2.895, -0.844, -0.819]], "mulliken_charge": [1.554, -0.185, -0.240, -0.357, -0.891, 0.624, -0.006, -0.766, 0.516, -0.300, -0.328, -0.605, -0.427, -0.207, 0.614, 0.225, 0.385, 0.623, 0.401, 0.347, 0.353, 0.322, -1.701, 1.773, -1.832, -1.626, 0.235, -0.305, 2.594, -2.121, -1.663, -1.912, 2.700, -2.086, -1.970, -1.703, 0.674, 0.214, 0.071, 0.505, 0.276, 0.264, 0.559, 0.117, 0.270, 0.257, 0.537, 0.341, 0.352, -0.034, 0.611, 0.416, 0.491, 0.053, 0.264, 0.549, 0.323, 0.236, 0.147, 0.654, 0.274, 0.532, 0.086, -0.172, 0.349, -0.248, -0.242, 1.105, 0.222, -0.662, -0.459, 0.945, -0.616, -0.644, 0.463, -0.228, -0.168, -0.220, -1.537, 0.042, 0.617, -0.892, -0.091, -0.388, -0.215, 0.481, -1.202, 0.440, 0.331, 0.321, 0.132, 0.256, -0.311, 0.428, 0.185, 0.358, 0.357, -0.663, 1.434, -0.683, 0.098, -0.995], "gap_ev": 6.4, "spin_multiplicity": 1, "charge": -1}

=====

(2)
{"formula": "C28H46AsF5N5O6P2S2Se2SiW", "method": "the ωB97M-V functional and the def2-TZVPD basis", "symbols": ["W", "C", "N", "C", "P", "O", "O", "P", "O", "N", "C", "C", "N", "C", "C", "N", "C", "C", "H", "H", "H", "H", "H", "H", "H", "H", "H", "H", "H", "H", "H", "H", "H", "H", "H", "H", "H", "H", "H", "H", "H", "H", "O", "C", "O", "C", "C", "C", "C", "C", "C", "S", "H", "H", "H", "H", "C", "As", "C", "C", "S", "H", "H", "H", "H", "H", "H", "H", "H", "H", "F", "C", "C", "F", "C", "F", "C", "Se", "C", "F", "C", "F", "C", "Si", "C", "C", "O", "H", "H", "H", "H", "H", "H", "H", "H", "H", "Se", "C", "N"], "coordinates": [[0.486, -0.872, -0.155], [0.804, 0.220, 5.068], [-0.265, -0.306, 4.234], [-0.694, -1.666, 4.558], [-0.830, 0.335, 2.852], [-0.809, -0.504, 1.624], [0.121, 1.631, 2.705], [1.057, 2.151, 1.497], [1.120, 1.161, 0.387], [2.560, 2.399, 2.075], [3.673, 1.510, 1.749], [2.794, 3.292, 3.196], [0.423, 3.627, 1.233], [-1.037, 3.822, 1.248], [1.093, 4.465, 0.232], [-2.358, 0.833, 3.112], [-3.392, 0.858, 2.077], [-2.676, 1.588, 4.312], [0.469, 0.234, 6.111], [1.053, 1.237, 4.776], [1.699, -0.402, 4.996], [-1.059, -1.699, 5.589], [0.137, -2.364, 4.439], [-1.486, -1.992, 3.886], [3.444, 0.942, 0.852], [3.880, 0.811, 2.563], [4.563, 2.119, 1.568], [1.917, 3.912, 3.372], [3.643, 3.947, 2.979], [3.022, 2.726, 4.105], [-1.470, 3.308, 2.104], [-1.530, 3.489, 0.329], [-1.225, 4.891, 1.364], [2.172, 4.314, 0.276], [0.875, 5.510, 0.458], [0.732, 4.249, -0.774], [-3.126, 0.183, 1.268], [-3.522, 1.859, 1.655], [-4.334, 0.534, 2.524], [-1.903, 1.447, 5.067], [-3.626, 1.238, 4.724], [-2.769, 2.657, 4.098], [-1.267, -3.682, 2.047], [-1.063, -3.268, 0.923], [0.083, -2.731, 0.573], [-2.087, -3.455, -0.159], [-3.231, -4.180, 0.173], [-4.191, -4.480, -0.773], [-4.010, -4.050, -2.084], [-2.888, -3.320, -2.425], [-1.913, -3.006, -1.472], [-0.569, -2.029, -2.048], [-3.332, -4.504, 1.200], [-5.075, -5.042, -0.497], [-4.755, -4.268, -2.839], [-2.764, -2.952, -3.436], [1.725, -5.251, -0.307], [2.920, -4.159, -1.360], [4.630, -5.064, -1.426], [2.238, -4.279, -3.156], [3.096, -2.210, -0.628], [1.997, -6.304, -0.373], [0.719, -5.091, -0.691], [1.764, -4.903, 0.722], [4.497, -6.042, -1.890], [5.012, -5.177, -0.414], [5.319, -4.460, -2.013], [2.062, -5.321, -3.422], [2.951, -3.831, -3.846], [1.306, -3.716, -3.182], [-4.310, 4.516, -5.402], [-3.876, 4.198, -4.166], [-4.761, 3.719, -3.216], [-6.064, 3.578, -3.552], [-4.275, 3.403, -1.958], [-5.220, 2.934, -1.073], [-2.968, 3.525, -1.568], [-1.580, 0.346, -0.996], [-2.150, 4.009, -2.550], [-0.795, 4.187, -2.303], [-2.544, 4.350, -3.832], [-1.681, 4.824, -4.759], [2.715, -0.716, -4.111], [1.688, 0.527, -3.146], [2.710, 2.047, -2.749], [0.216, 1.039, -4.170], [1.303, -0.197, -1.728], [3.201, -0.237, -4.965], [2.079, -1.520, -4.493], [3.481, -1.159, -3.471], [3.267, 2.390, -3.625], [3.419, 1.848, -1.942], [2.043, 2.854, -2.439], [0.582, 1.420, -5.130], [-0.355, 1.831, -3.685], [-0.458, 0.204, -4.364], [3.415, -2.251, 3.752], [2.378, -1.531, 2.480], [1.733, -1.058, 1.636]], "mulliken_charge": [-0.268, -0.667, 0.755, -1.027, -1.250, 0.389, -0.544, -0.650, 1.217, 0.718, -0.770, -1.204, 0.348, -0.778, -0.727, 0.747, -0.776, -1.060, 0.317, 0.114, 0.133, 0.328, 0.261, 0.316, 0.057, 0.159, 0.307, 0.322, 0.343, 0.340, -0.328, 0.583, 0.569, 0.358, 0.367, 0.045, -0.038, 0.327, 0.301, 0.244, 0.358, 0.305, -0.756, 0.228, 0.369, -0.276, -0.779, -0.634, -0.596, -1.173, 1.440, -0.312, 0.484, 0.398, 0.381, 0.505, -0.919, 0.800, -1.155, -0.943, -0.386, 0.528, 0.128, 0.230, 0.399, 0.349, 0.340, 0.487, 0.342, 0.091, -0.355, 0.922, -0.292, -0.331, 0.495, -0.381, -1.062, -0.102, 0.976, -0.352, -0.277, -0.365, -1.021, 0.704, -0.953, -0.748, 0.372, 0.516, 0.172, 0.234, 0.447, 0.232, 0.087, 0.471, -0.119, 0.283, -0.169, -0.239, -0.257], "gap_ev": [6.5, 6.3], "spin_multiplicity": 3, "charge": -1, "relative_energy_kcal_mol": 0.0}

=====

(3)
{"formula": "C28H46BHfN4O3PSe", "method": "the ωB97M-V functional and the def2-TZVPD basis", "symbols": ["Hf", "B", "N", "C", "C", "C", "N", "N", "C", "C", "C", "N", "H", "H", "H", "H", "H", "H", "H", "H", "C", "O", "C", "C", "H", "H", "H", "H", "H", "H", "C", "C", "C", "P", "C", "C", "C", "C", "C", "C", "H", "H", "H", "H", "H", "H", "H", "H", "H", "H", "H", "H", "H", "H", "H", "H", "H", "H", "H", "H", "H", "Se", "C", "C", "C", "C", "C", "C", "C", "C", "C", "C", "O", "O", "H", "H", "H", "H", "H", "H", "H", "H", "H", "H", "H"], "coordinates": [[0.381, 0.244, 0.021], [2.325, -2.249, -0.714], [0.900, -2.880, -0.761], [0.435, -4.084, -1.110], [-0.946, -4.078, -0.962], [-1.243, -2.790, -0.507], [-0.122, -2.081, -0.405], [2.688, -2.065, 0.771], [3.680, -2.542, 1.535], [3.531, -2.017, 2.809], [2.395, -1.199, 2.720], [1.901, -1.246, 1.488], [3.124, -2.956, -1.279], [2.209, -1.147, -1.211], [1.118, -4.850, -1.446], [-1.634, -4.883, -1.166], [-2.186, -2.320, -0.266], [4.417, -3.214, 1.116], [4.163, -2.185, 3.666], [1.912, -0.573, 3.459], [-3.590, 0.569, -0.351], [-2.243, 0.230, -0.446], [-1.288, 1.278, -1.015], [-1.768, 2.690, -0.762], [-3.772, 1.402, 0.336], [-4.128, -0.303, 0.036], [-4.026, 0.838, -1.321], [-2.707, 2.990, -1.272], [-0.985, 3.368, -1.099], [-1.910, 2.935, 0.308], [1.343, -1.471, -4.135], [0.144, -0.626, -4.563], [0.397, -0.056, -5.971], [-0.518, 0.418, -2.867], [-2.320, 0.315, -3.505], [-2.626, 0.536, -4.989], [-2.923, -1.039, -3.111], [0.272, 2.079, -3.233], [-0.564, 3.096, -4.006], [1.685, 1.994, -3.811], [1.544, -2.307, -4.829], [1.188, -1.893, -3.141], [2.258, -0.869, -4.082], [-0.697, -1.328, -4.644], [1.462, 0.149, -6.123], [-0.134, 0.877, -6.178], [0.112, -0.767, -6.766], [-2.837, 1.104, -2.961], [-2.230, -0.270, -5.613], [-2.237, 1.480, -5.366], [-3.716, 0.546, -5.126], [-2.449, -1.849, -3.675], [-4.000, -1.061, -3.340], [-2.783, -1.242, -2.052], [0.413, 2.471, -2.230], [-0.597, 2.871, -5.077], [-0.119, 4.095, -3.899], [-1.592, 3.148, -3.633], [1.698, 1.689, -4.860], [2.298, 1.311, -3.221], [2.158, 2.983, -3.737], [2.167, 1.917, -0.098], [-6.158, -2.282, 2.711], [-4.788, -1.671, 2.869], [-3.647, -2.464, 2.818], [-2.372, -1.911, 2.909], [-1.137, -2.776, 2.884], [-2.253, -0.526, 3.042], [-3.379, 0.288, 3.114], [-3.215, 1.778, 3.256], [-4.637, -0.299, 3.030], [-0.871, 0.090, 3.063], [-0.286, 0.243, 4.122], [-0.438, 0.407, 1.895], [-6.177, -3.312, 3.075], [-6.462, -2.300, 1.660], [-6.911, -1.712, 3.261], [-3.748, -3.541, 2.698], [-1.382, -3.809, 2.631], [-0.640, -2.760, 3.858], [-0.410, -2.409, 2.152], [-2.536, 2.018, 4.077], [-4.174, 2.264, 3.438], [-2.777, 2.201, 2.348], [-5.520, 0.335, 3.075]], "mulliken_charge": [0.934, -0.342, 0.139, -0.454, -1.764, -0.589, 1.241, -0.114, -0.108, -1.211, -0.380, -0.112, -0.212, 0.197, 0.428, 0.485, 0.660, 0.436, 0.367, 0.518, -1.029, 0.530, -0.307, -1.537, 0.278, -0.079, 0.418, 0.301, 0.341, 0.108, -1.140, 0.409, -2.158, 2.501, 0.229, -1.796, -1.132, 1.221, -1.886, -1.676, 0.418, -0.087, 0.216, 0.351, 0.586, 0.296, 0.338, 0.331, 0.267, 0.242, 0.517, 0.380, 0.418, -0.141, -0.067, 0.319, 0.409, 0.276, 0.294, 0.148, 0.435, -0.843, -1.549, 0.899, -1.139, 1.056, -1.329, 1.281, 1.220, -1.452, -0.817, -0.783, -0.741, -0.630, 0.375, 0.260, 0.381, 0.291, 0.347, 0.391, -0.038, 0.421, 0.385, 0.092, 0.255], "gap_ev": 4.0, "spin_multiplicity": 1, "charge": -2, "relative_energy_kcal_mol": 4.4}